Record 1
C30H38ClCsN8O4 as an isolated structure. Source: the Open Molecules 2025 dataset; level of theory: ωB97M-V/def2-TZVPD.

Geometry as ORCA input:
```
! RIJCOSX wB97M-V def2-TZVPD def2/J DEFGRID3
* xyz 0 1
Cs -0.15630 -0.12667 -0.17115
C 3.45298 2.16927 -0.30139
C 3.07390 1.53617 0.99659
C 3.16406 0.15924 1.15317
C 2.81650 -0.44103 2.35282
C 2.41540 0.33425 3.42488
C 2.33335 1.71445 3.28275
C 2.64494 2.30442 2.07362
H 4.45396 2.59924 -0.24703
H 2.77064 2.97341 -0.57793
H 3.45339 1.43548 -1.10202
H 3.46220 -0.44812 0.31930
H 2.87143 -1.51547 2.44042
H 2.16286 -0.13024 4.36927
H 2.01652 2.32573 4.11607
H 2.56834 3.37972 1.96193
O 0.80571 -4.06990 -4.30869
C -0.34682 -4.40330 -3.76821
O -1.19441 -5.01930 -4.36799
C -0.57806 -3.99386 -2.35386
C -1.68332 -4.38146 -1.62108
Cl -3.04687 -5.31600 -2.03337
N -1.60907 -3.79924 -0.40962
N -0.50549 -3.02876 -0.30724
C 0.12865 -3.14923 -1.46521
C 1.43538 -2.39175 -1.66293
O 2.11081 -2.70402 -2.65275
O 1.68548 -1.50787 -0.82512
C -2.44374 -3.93213 0.72909
C -2.74402 -2.79611 1.46668
C -3.55796 -2.91460 2.58179
C -4.06122 -4.15403 2.95211
C -3.72725 -5.27957 2.21995
C -2.90905 -5.17960 1.10570
H 1.37657 -3.52065 -3.66275
H -2.32613 -1.83034 1.22096
H -3.79021 -2.02727 3.15303
H -4.70164 -4.23971 3.81480
H -4.09486 -6.24896 2.51747
H -2.63044 -6.05775 0.54691
C -1.15289 0.56181 3.41428
N -2.26698 1.46832 3.37350
C -2.22833 2.68861 4.13824
C -3.55687 3.30988 3.74830
N -3.73674 2.85697 2.37528
C -5.12348 2.89816 1.95128
C -2.97459 1.68555 2.20125
N -2.82998 0.92268 1.19207
C -3.59093 1.12556 -0.02732
C -3.02157 0.29138 -1.18975
N -2.01073 0.96510 -1.99585
C -2.27265 1.78412 -2.93983
N -1.26776 2.31466 -3.72855
C 0.10384 2.28852 -3.30767
C -1.76563 3.43899 -4.47297
C -3.22876 3.06969 -4.61703
N -3.47666 2.35431 -3.38084
C -4.76326 1.70953 -3.28349
H -0.89343 0.37273 4.45630
H -0.24886 0.93828 2.92384
H -1.42922 -0.38178 2.95395
H -1.38412 3.33194 3.84274
H -2.15282 2.48422 5.20839
H -3.56096 4.40024 3.80335
H -4.36437 2.92202 4.38741
H -5.52109 3.88787 2.18638
H -5.72988 2.15220 2.48173
H -5.23115 2.74974 0.88135
H -3.60398 2.17541 -0.34945
H -4.63089 0.82291 0.12846
H -3.82808 -0.13181 -1.79568
H -2.53413 -0.57481 -0.73764
H 0.34567 1.32567 -2.86993
H 0.33307 3.07425 -2.57049
H 0.74725 2.41736 -4.18098
H -1.26187 3.53203 -5.43899
H -1.64359 4.38539 -3.92101
H -3.38425 2.41814 -5.48984
H -3.88679 3.93873 -4.70036
H -5.50072 2.37376 -3.74206
H -5.06526 1.56834 -2.24868
H -4.79813 0.74777 -3.80707
*
```

Its HOMO energy is -0.320 Eh. Its energy relative to the best compared isomer or geometry (same formula, charge and spin) is 22.13 kcal/mol. For the total energy, the calculation gives -64909.0570 eV. The value obtained for the lowest unoccupied orbital energy is -0.037 eV. The orbital gap is 8.68 eV. The calculation puts the strongest force on any atom at 0.0514 Eh/bohr.

=====

Record 2
C30H38F5N7O2PSSeV as an isolated structure. Source: the Open Molecules 2025 dataset; level of theory: ωB97M-V/def2-TZVPD.

Geometry as ORCA input:
```
! RIJCOSX wB97M-V def2-TZVPD def2/J DEFGRID3
* xyz 1 4
V -1.21574 0.06518 0.33743
C -2.63672 1.18586 -2.42693
N -2.06911 1.54917 -1.11637
C -0.75902 2.21027 -1.36155
C -2.93196 2.47097 -0.36415
C -3.67809 3.44386 -1.00250
C -4.50675 4.29180 -0.27937
C -4.58051 4.14121 1.09275
C -3.82151 3.18384 1.74786
C -2.96396 2.33348 1.03923
N -2.18566 1.31584 1.56516
C -2.24690 0.86876 2.86634
C -2.31755 1.65539 4.02451
C -2.36651 1.08082 5.29283
C -2.32797 -0.29332 5.43915
C -2.23903 -1.09562 4.29986
C -2.19305 -0.53930 3.03775
N -2.20422 -1.33789 1.81158
C -1.59132 -2.65962 1.99850
C -3.61711 -1.51941 1.40537
H -2.71188 2.05860 -3.07953
H -3.62439 0.74936 -2.28447
H -1.98335 0.44923 -2.89566
H -0.91588 3.17037 -1.86283
H -0.14539 1.57593 -2.00416
H -0.24392 2.39931 -0.41297
H -3.63708 3.54409 -2.07637
H -5.09314 5.04213 -0.78800
H -5.24222 4.77198 1.67088
H -3.93916 3.07479 2.81296
H -2.35458 2.73259 3.92982
H -2.44806 1.71833 6.16295
H -2.38069 -0.74833 6.41735
H -2.22805 -2.16879 4.42146
H -2.15988 -3.27034 2.70326
H -0.56917 -2.53079 2.34936
H -1.58671 -3.16571 1.03282
H -4.17112 -2.05706 2.18039
H -3.65021 -2.09164 0.47803
H -4.06934 -0.54042 1.24911
C 2.74720 -4.24528 -2.58738
C 1.82693 -3.14486 -2.99027
C 1.96961 -2.35358 -4.09510
C 1.01182 -1.34217 -4.30766
N -0.02052 -1.14483 -3.50185
C -0.18160 -1.94716 -2.44330
S -1.52985 -1.83767 -1.40293
N 0.74986 -2.91265 -2.20782
C 1.10446 -0.43837 -5.49476
H 3.64770 -4.22799 -3.19459
H 2.25858 -5.21204 -2.71610
H 3.03148 -4.13749 -1.54017
H 2.80415 -2.49194 -4.76324
H 0.59429 -3.47539 -1.37953
H 2.09932 -0.43596 -5.93477
H 0.81357 0.57251 -5.21596
H 0.39593 -0.78536 -6.25041
F 5.76895 0.15555 -5.72708
C 4.99781 0.17037 -4.64505
C 3.90564 1.02169 -4.57358
F 3.61643 1.82162 -5.59589
C 3.10646 1.01260 -3.44268
F 2.03697 1.82124 -3.41984
C 3.35412 0.17547 -2.37129
Se 2.16457 0.19800 -0.87894
C 4.45096 -0.66288 -2.46528
F 4.73831 -1.52119 -1.47078
C 5.27218 -0.67599 -3.57977
F 6.30886 -1.51006 -3.64171
N 0.79731 2.07273 4.06392
C 0.90563 0.58932 4.22744
P 1.60926 0.05093 2.60616
O 2.49559 1.21572 2.27229
O 0.45858 -0.31825 1.71186
C 2.60246 -1.40969 3.01694
N 3.55515 -1.68687 1.94414
H -0.13541 2.30747 3.68853
H 1.54470 2.30611 3.36459
H 0.93383 2.57762 4.93774
H -0.07048 0.19073 4.48441
H 1.62262 0.39984 5.02537
H 1.92179 -2.25652 3.13300
H 3.08594 -1.23204 3.98675
H 4.28243 -0.97794 1.94502
H 2.94627 -0.75838 -0.07802
H 4.00707 -2.58187 2.09570
*
```

Its HOMO energy (spin up / spin down) is -0.321 / -0.344 Eh. Its energy relative to the best compared isomer or geometry (same formula, charge and spin) is 12.96 kcal/mol. For the total energy, the calculation gives -170995.5355 eV. The value obtained for the lowest unoccupied orbital energy (spin up / spin down) is -2.667 / -2.670 eV. The orbital gap (spin up / spin down) is 6.06 / 6.70 eV. The calculation puts the strongest force on any atom at 0.0173 Eh/bohr.

=====

Record 3
C30H39AsBBrMnN6 as an isolated structure. Source: the Open Molecules 2025 dataset; level of theory: ωB97M-V/def2-TZVPD.

Geometry as ORCA input:
```
! RIJCOSX wB97M-V def2-TZVPD def2/J DEFGRID3
* xyz 1 5
Mn 0.40093 -0.68173 -0.72989
C -0.44752 1.77672 -3.22968
C 0.35229 2.18507 -2.03415
C 0.85335 3.44053 -1.68655
C 1.57892 3.25082 -0.52351
C 2.35203 4.24132 0.28671
N 1.48736 1.95241 -0.18929
N 0.74752 1.29101 -1.12411
B 2.36333 1.11912 0.79178
N 1.47747 0.40770 1.83229
N 0.63091 -0.58547 1.41666
C 0.23773 -1.23682 2.51419
C -0.56440 -2.50087 2.46652
C 0.76815 -0.60413 3.64596
C 1.56719 0.41747 3.17132
C 2.42870 1.38141 3.92936
N 3.11270 0.03956 -0.05173
N 2.44438 -0.80026 -0.90616
C 3.35602 -1.48518 -1.60101
C 2.99500 -2.47620 -2.66341
C 4.62983 -1.09733 -1.17730
C 4.43651 -0.13180 -0.20725
C 5.45620 0.63054 0.57941
H -1.29177 2.44701 -3.39998
H 0.17564 1.79745 -4.12554
H -0.82338 0.76622 -3.12241
H 0.71881 4.36887 -2.22467
H 2.12579 5.24964 -0.05397
H 2.09910 4.16673 1.34298
H 3.42826 4.08234 0.19022
H 3.15056 1.83627 1.33925
H -0.94311 -2.69736 1.47240
H 0.06317 -3.34973 2.74918
H -1.39664 -2.46259 3.17126
H 0.62616 -0.88998 4.68079
H 2.25454 1.26308 4.99645
H 3.49044 1.20613 3.73653
H 2.21095 2.41512 3.65666
H 1.98890 -2.31515 -3.03058
H 3.68925 -2.39219 -3.49908
H 3.04803 -3.49848 -2.28317
H 5.57930 -1.46538 -1.54624
H 6.44953 0.25806 0.34055
H 5.42602 1.69711 0.34842
H 5.29576 0.51855 1.65210
C -3.26730 -0.46799 -2.19095
As -2.08431 -0.22699 -0.67869
C -3.16422 -1.08847 0.67036
C -2.32626 1.67302 -0.24824
C -3.66872 1.98028 0.35495
C -4.75166 2.32083 -0.45348
C -5.99912 2.58102 0.10355
C -6.17616 2.50847 1.47913
C -5.09805 2.18276 2.29619
C -3.85398 1.92260 1.73662
H -4.22359 -0.01772 -1.93768
H -3.40574 -1.53174 -2.36901
H -2.86550 -0.00258 -3.08861
H -4.15519 -0.65301 0.61264
H -2.75273 -0.92297 1.65755
H -3.21235 -2.15611 0.46740
H -2.18083 2.21250 -1.17735
H -1.51436 1.94584 0.42131
H -4.61751 2.38946 -1.52971
H -6.83154 2.84556 -0.53652
H -7.14725 2.71929 1.91642
H -5.22791 2.13419 3.37202
H -3.01290 1.66956 2.37924
Br 0.06849 -7.24628 -1.77366
C 0.10978 -5.38725 -1.46556
C 0.94373 -4.87659 -0.47939
C 0.97772 -3.50573 -0.26391
C 0.18475 -2.64011 -1.01322
C -0.65494 -3.18215 -1.98150
C -0.69318 -4.55288 -2.22195
H 1.56377 -5.54287 0.10776
H 1.64114 -3.11416 0.50169
H -1.29136 -2.54174 -2.58389
H -1.34266 -4.96368 -2.98481
*
```

Its HOMO energy (spin up / spin down) is -0.410 / -0.414 Eh. Its energy relative to the best compared isomer or geometry (same formula, charge and spin) is 0.00 kcal/mol. For the total energy, the calculation gives -203559.8536 eV. The value obtained for the lowest unoccupied orbital energy (spin up / spin down) is -3.452 / -2.804 eV. The orbital gap (spin up / spin down) is 7.71 / 8.47 eV. The calculation puts the strongest force on any atom at 0.0129 Eh/bohr.